A cluster of 2 separate species, C2H10N in total. Source: the OMol25 dataset; level of theory: ωB97M-V/def2-TZVPD.

```
13
Properties=species:S:1:pos:R:3:forces:R:3
N -2.074 0.203 -0.162 2.4970 -0.3174 -0.0714
H -2.226 -0.229 0.718 -0.0626 -0.2929 1.3720
H -2.540 -0.310 -0.830 -1.5825 -1.8125 -2.0898
H -2.427 1.111 -0.229 -0.6096 2.2186 0.3102
H -1.074 0.170 -0.437 -0.1584 0.1831 0.5107
C 1.462 0.633 0.109 0.4613 -0.7576 1.6941
C 1.154 -0.893 0.103 0.1401 0.8010 -1.3045
H 1.918 0.929 1.078 -0.2480 -0.2329 -0.5222
H 0.598 1.260 0.019 -0.8896 0.3526 -0.0459
H 2.125 0.995 -0.647 0.5039 -0.2990 -0.6496
H 2.049 -1.523 0.253 -0.5106 0.3636 -0.4973
H 0.453 -1.198 0.838 -0.4906 0.0195 1.4185
H 0.581 -1.148 -0.814 0.9496 -0.2261 -0.1247
```
Forces are in eV/Å.

Output
Total charge: +1
ΔE to the lowest compared entry with this formula, charge and spin in eV: 0.455
Largest force on an atom in eV/Å: 3.2
Lowest unoccupied orbital energy in eV: -4.32

=====

A cluster of 2 separate species, C2H10N2 in total. Source: the OMol25 dataset; level of theory: ωB97M-V/def2-TZVPD.

```
14
Properties=species:S:1:pos:R:3:forces:R:3
C 0.171 1.943 2.071 -1.1243 -1.4069 1.4505
N 0.049 2.019 0.616 -0.5246 -1.9436 -1.2028
H 0.373 3.020 2.642 -0.0724 -3.1261 -1.7057
H -0.875 1.554 2.418 1.7973 0.8591 0.3644
H 0.905 0.999 2.284 -1.3073 2.8024 0.0636
H -0.492 1.103 0.224 1.5410 3.3889 1.1649
H -0.358 2.905 0.328 -0.3113 -0.6263 -0.1766
C 0.480 -2.132 -1.073 3.8561 -3.4843 5.0909
N -0.624 -1.724 -1.633 -4.7007 4.0016 -4.9974
H 0.249 -2.152 0.061 0.8052 -0.5762 -1.3494
H 0.997 -3.069 -1.367 -0.7772 -0.3623 0.0084
H 1.294 -1.513 -1.113 1.7427 2.4424 -0.3357
H -0.661 -1.402 -2.620 1.1566 0.2311 0.9026
H -1.312 -2.384 -1.728 -2.0811 -2.1998 0.7224
```
Forces are in eV/Å.

Output
Total charge: 0
ΔE to the lowest compared entry with this formula, charge and spin in eV: 2.620
Largest force on an atom in eV/Å: 7.9
SMILES: CN.CN
Lowest unoccupied orbital energy in eV: 1.06

=====

Question: What is the lowest unoccupied orbital energy in the second record?
Answer: 1.06 eV